[1]
The following is a DFT calculation (ωB97M-V/def2-TZVPD) of 5 unconnected molecules or ions with the total composition C26H61ClO12S.

Summary:
E_tot = -75872.72531 eV
net charge = 0
E_LUMO = 0.53 eV
Kohn-Sham gap = 9.646 eV

XYZ file:
```
101
Properties=species:S:1:pos:R:3:forces:R:3:lowdin_charge:R:1
C 2.3346 -0.3814 3.1068 0.60 -0.21 0.10 -0.057
C 2.9464 0.1605 4.4003 -0.08 -0.48 -0.16 -0.267
O 4.0297 1.0337 4.1303 -0.23 0.00 0.07 -0.149
C 3.6169 2.3108 3.6820 0.46 0.43 0.11 -0.218
C 3.0326 3.1931 4.8017 -0.35 -0.47 -0.24 -0.170
C 1.5664 3.5784 4.6057 0.02 0.58 0.31 -0.196
C 1.2838 4.4169 3.3393 -0.20 -0.25 0.00 -0.157
C 0.5431 3.6277 2.2488 0.96 0.09 0.18 -0.217
O -0.3555 4.4647 1.4828 -0.60 -0.66 -0.05 -0.332
S -1.8994 4.5502 1.9392 0.48 0.48 0.28 0.947
O -1.9317 5.0606 3.3004 -0.14 -0.19 -0.21 -0.395
O -2.1859 2.9374 2.0625 0.07 0.23 -0.03 -0.369
C -3.3609 2.6693 2.8369 -0.19 -0.39 -0.11 -0.303
C -3.7858 1.2260 2.6288 -0.11 0.32 0.53 -0.695
C -5.0413 0.9034 3.4488 0.18 -0.53 -0.02 -0.108
Cl -4.0834 0.8987 0.8969 0.11 -0.09 0.04 0.682
H 2.2491 0.3917 2.3441 -0.34 -0.03 0.03 0.049
H 3.0380 -1.1178 2.7079 -0.13 0.01 -0.09 0.077
H 1.3837 -0.8881 3.2727 -0.07 0.15 -0.02 0.071
H 3.3727 -0.6773 4.9578 0.01 0.11 0.05 0.117
H 2.1945 0.6095 5.0606 0.04 0.26 -0.12 0.106
H 2.9318 2.2316 2.8306 -0.08 -0.04 0.05 0.094
H 4.5257 2.7836 3.3032 -0.02 -0.13 -0.06 0.124
H 3.6384 4.0954 4.8996 -0.05 0.02 0.08 0.111
H 3.1169 2.6284 5.7337 0.16 0.12 0.03 0.114
H 1.2775 4.1855 5.4703 -0.03 -0.09 -0.02 0.110
H 0.9155 2.6989 4.6470 0.11 -0.04 -0.13 0.106
H 2.2264 4.8034 2.9431 -0.07 0.07 -0.03 0.117
H 0.6655 5.2743 3.6020 0.01 -0.03 -0.02 0.102
H 0.0343 2.7698 2.6778 -0.34 0.11 -0.03 0.106
H 1.2569 3.2313 1.5226 -0.17 0.05 -0.07 0.103
H -3.1290 2.7979 3.8954 -0.06 0.11 0.01 0.127
H -4.1810 3.3400 2.5611 0.06 0.05 -0.03 0.125
H -2.9766 0.5851 2.9805 0.05 -0.09 -0.41 0.102
H -4.9180 -0.1041 3.8537 -0.09 0.09 0.09 0.062
H -5.1767 1.5978 4.2800 0.01 0.01 -0.06 0.083
H -5.9389 0.8739 2.8339 0.04 0.30 0.00 0.066
C 4.0025 0.8587 -0.3156 -0.01 0.02 0.09 -0.105
O 2.5868 0.9291 -0.3359 0.07 0.01 -0.04 -0.203
C 2.0924 1.9900 -1.1406 -0.13 -0.04 0.14 -0.202
C 1.6569 1.5136 -2.5080 0.06 0.08 -0.17 -0.197
O 2.7456 1.0176 -3.2710 0.05 -0.04 0.14 -0.189
C 2.8413 -0.3971 -3.2630 -0.04 0.02 -0.10 -0.105
H 4.2836 -0.1137 0.0857 -0.05 0.00 0.04 0.090
H 4.4265 0.9654 -1.3160 -0.01 0.01 -0.01 0.085
H 4.4124 1.6382 0.3372 0.06 0.00 -0.04 0.086
H 2.8448 2.7799 -1.2364 0.02 0.00 -0.02 0.130
H 1.2230 2.4119 -0.6254 -0.01 0.01 -0.05 0.114
H 1.2359 2.3621 -3.0556 -0.04 -0.01 0.02 0.129
H 0.8751 0.7551 -2.4122 -0.04 -0.02 0.00 0.121
H 2.0936 -0.8355 -3.9316 0.00 -0.06 0.03 0.084
H 2.7138 -0.8067 -2.2584 -0.01 0.01 0.01 0.084
H 3.8312 -0.6634 -3.6308 -0.01 0.02 -0.04 0.089
C 1.6657 -4.3007 -8.5736 0.00 0.00 -0.05 -0.112
O 2.5472 -3.2824 -9.0093 0.01 -0.03 0.11 -0.190
C 2.2883 -2.0182 -8.4219 0.08 -0.01 -0.17 -0.206
C 3.2225 -1.7215 -7.2691 -0.09 0.10 0.19 -0.204
O 3.0357 -2.6172 -6.1848 -0.01 -0.10 -0.09 -0.205
C 3.9895 -3.6637 -6.1468 -0.01 0.04 0.06 -0.109
H 2.1018 -5.2568 -8.8587 0.01 0.01 -0.04 0.089
H 1.5302 -4.2832 -7.4899 0.00 0.01 0.01 0.083
H 0.6894 -4.2009 -9.0604 -0.02 0.00 0.04 0.088
H 1.2473 -1.9552 -8.0893 -0.01 -0.01 0.03 0.126
H 2.4407 -1.2622 -9.1980 -0.02 0.02 0.02 0.126
H 3.0100 -0.7143 -6.8968 0.02 0.01 -0.02 0.125
H 4.2625 -1.7427 -7.6090 0.00 -0.02 -0.03 0.128
H 4.9474 -3.2966 -5.7619 0.03 -0.02 -0.04 0.088
H 4.1448 -4.1063 -7.1329 0.00 0.00 -0.01 0.084
H 3.6109 -4.4286 -5.4705 0.00 0.02 0.03 0.089
C -3.5639 -3.2362 3.7985 -0.01 0.04 -0.07 -0.102
O -3.0423 -2.0770 4.4280 0.00 -0.04 0.03 -0.212
C -3.2963 -2.0317 5.8239 0.04 0.19 -0.09 -0.208
C -2.0959 -2.4692 6.6352 -0.02 -0.14 0.14 -0.206
O -1.7707 -3.8303 6.4152 -0.03 0.03 -0.13 -0.188
C -0.7044 -4.0189 5.5014 0.02 -0.02 0.06 -0.107
H -3.0935 -3.3184 2.8202 -0.01 0.05 -0.01 0.092
H -3.3475 -4.1386 4.3734 0.01 0.00 0.02 0.085
H -4.6469 -3.1462 3.6611 -0.01 -0.04 0.02 0.089
H -4.1680 -2.6436 6.0751 0.01 -0.04 0.01 0.129
H -3.5291 -0.9925 6.0795 -0.02 -0.01 0.03 0.122
H -2.3334 -2.3591 7.6976 0.01 0.04 0.00 0.127
H -1.2364 -1.8284 6.4132 0.00 0.02 -0.03 0.125
H 0.2557 -3.8010 5.9815 0.02 0.03 -0.04 0.088
H -0.8142 -3.3902 4.6150 -0.01 0.00 0.00 0.080
H -0.7146 -5.0641 5.1974 0.00 -0.01 0.04 0.090
C -2.6580 0.3393 -2.0038 0.07 -0.01 -0.03 -0.157
O -2.0017 0.1822 -3.2507 -0.07 0.04 -0.02 -0.200
C -2.3522 -1.0106 -3.9305 0.18 0.08 -0.03 -0.205
C -3.3896 -0.7690 -5.0059 -0.16 -0.11 0.00 -0.207
O -4.6273 -0.3368 -4.4668 0.07 0.06 0.06 -0.190
C -4.8183 1.0647 -4.5373 -0.04 -0.03 -0.03 -0.110
H -2.5428 1.3764 -1.6940 0.06 0.00 -0.01 0.077
H -3.7236 0.1101 -2.0799 0.00 -0.01 0.02 0.073
H -2.2042 -0.3043 -1.2435 -0.04 -0.02 0.02 0.078
H -2.7106 -1.7652 -3.2231 -0.04 0.00 0.01 0.128
H -1.4427 -1.3955 -4.4027 -0.01 -0.03 0.00 0.123
H -3.5762 -1.7108 -5.5311 0.03 0.00 -0.02 0.125
H -3.0142 -0.0441 -5.7353 0.02 0.02 0.01 0.126
H -5.0848 1.3655 -5.5565 0.03 0.04 0.00 0.088
H -3.9268 1.6112 -4.2224 0.01 0.00 0.00 0.083
H -5.6415 1.3170 -3.8708 -0.02 -0.02 -0.02 0.089
```
Positions in Å, forces in eV/Å.


[2]
The following is a DFT calculation (ωB97M-V/def2-TZVPD) of a molecular structure, C15H18Cl3GeMnN3O4S.

Summary:
E_tot = -164755.78982 eV
2S+1 = 5
net charge = -1
E_LUMO (spin up / spin down) = 1.46 / 1.37 eV
Kohn-Sham gap (spin up / spin down) = 6.744 / 7.144 eV

XYZ file:
```
46
Properties=species:S:1:pos:R:3:forces:R:3:nbo_charge:R:1
Mn -0.3516 0.6161 0.5441 0.45 -0.48 -0.57 1.437
N -2.3243 0.0508 0.0923 0.07 0.02 0.22 -0.844
C -2.3842 -1.3708 -0.3199 -0.15 0.17 -0.12 -0.320
C -1.1060 -2.0999 0.0360 0.35 -0.13 0.07 0.658
O -1.0465 -3.3228 0.0616 -0.03 0.05 0.00 -0.652
N -0.0822 -1.2556 0.2609 -0.05 0.29 0.08 -0.670
C 1.2614 -1.7383 0.4756 -0.22 -0.21 0.04 -0.347
C 2.1555 -0.5566 0.7933 -0.04 0.71 0.03 0.786
O 3.3387 -0.6851 0.9891 0.06 -0.05 0.05 -0.612
O 1.5280 0.6229 0.8489 -0.24 -0.63 0.12 -0.762
H -2.8527 0.2181 0.9400 -0.05 -0.01 0.04 0.397
H -2.6783 0.6737 -0.6356 -0.11 -0.02 -0.02 0.436
H -2.4737 -1.4102 -1.4069 0.00 -0.01 -0.02 0.252
H -3.2392 -1.8915 0.1053 -0.03 0.02 0.06 0.211
H 1.6527 -2.2675 -0.3951 0.01 0.02 -0.07 0.234
H 1.3162 -2.4425 1.3116 0.00 -0.05 0.02 0.210
Cl -0.4235 -0.7852 -3.4845 0.00 0.03 0.01 -0.530
Ge -0.3781 1.0667 -2.2043 0.11 0.09 -0.16 0.834
Cl 0.7717 2.4368 -3.5081 -0.02 0.00 -0.07 -0.490
Cl -2.5139 1.7998 -2.6599 0.02 -0.05 0.00 -0.559
C 1.4834 0.5146 8.7441 0.00 0.00 0.03 -0.631
C 0.9525 0.2155 7.3683 0.04 0.00 0.12 0.037
C 0.8963 1.2007 6.3968 0.02 0.05 -0.11 -0.232
C 0.4068 0.9525 5.1151 0.07 0.18 0.16 0.090
C 0.4115 2.0691 4.1054 0.05 0.01 0.07 -0.642
C -0.0307 -0.3494 4.8373 -0.42 -0.28 -0.51 -0.156
C -0.5855 -0.6852 3.5163 0.59 -0.20 0.07 0.448
O -0.9783 0.1264 2.7007 -0.30 0.28 0.21 -0.621
C 0.0445 -1.3797 5.7941 0.04 -0.06 0.16 0.054
C -0.3896 -2.8001 5.5055 0.01 0.06 0.00 -0.644
C 0.5255 -1.0735 7.0543 0.00 -0.01 -0.08 -0.244
H 1.7540 1.5641 8.8506 -0.01 0.00 -0.03 0.217
H 2.3696 -0.0860 8.9589 -0.01 0.00 -0.03 0.222
H 0.7405 0.2773 9.5081 -0.01 0.00 -0.02 0.219
H 1.2535 2.1980 6.6296 -0.01 -0.02 0.01 0.209
H 1.0441 2.8791 4.4665 -0.02 0.02 0.01 0.213
H -0.5879 2.4707 3.9312 -0.01 -0.06 0.02 0.244
H 0.7860 1.7513 3.1330 0.04 -0.02 0.06 0.244
H -0.5791 -1.7508 3.2287 -0.11 0.01 0.10 0.138
H 0.1762 -3.2441 4.6851 0.02 0.02 0.00 0.229
H -1.4466 -2.8695 5.2440 0.00 0.05 -0.01 0.222
H -0.2280 -3.4179 6.3875 0.00 0.01 0.00 0.217
H 0.5804 -1.8547 7.8056 0.00 0.03 0.00 0.202
S -1.2978 5.1545 1.4373 0.11 -0.39 -0.07 -0.219
C -0.9493 3.6093 1.1008 -0.18 0.48 0.18 0.257
N -0.7118 2.4813 0.8873 -0.08 0.07 -0.03 -0.739
```
Positions in Å, forces in eV/Å.


[3]
The following is a DFT calculation (ωB97M-V/def2-TZVPD) of 2 unconnected molecules or ions with the total composition C3H10O.

Summary:
E_tot = -5320.06839 eV
net charge = 0
E_LUMO = 0.96 eV
structure (SMILES) = CC.CO
Kohn-Sham gap = 11.340 eV

XYZ file:
```
14
Properties=species:S:1:pos:R:3:forces:R:3:nbo_charge:R:1
C 1.5979 -0.4044 -0.7685 -0.27 -0.34 -0.09 -0.606
C 1.5426 0.4719 0.4659 0.54 0.21 -0.13 -0.603
H 0.6177 -0.8268 -0.9900 -0.07 0.03 0.00 0.211
H 2.2822 -1.2461 -0.6464 0.09 0.11 -0.01 0.198
H 1.8889 0.1679 -1.6435 0.17 0.04 -0.13 0.202
H 0.9029 1.3343 0.2891 -0.18 0.00 0.14 0.200
H 1.1963 -0.0852 1.3287 -0.16 0.00 0.20 0.197
H 2.5388 0.8612 0.7054 -0.13 -0.04 0.03 0.200
C -2.1311 -0.3285 0.4461 0.77 -0.15 -0.29 -0.249
O -1.9394 0.3397 -0.7974 -0.08 0.09 0.03 -0.726
H -1.1691 -0.4907 0.9516 -0.08 0.17 -0.01 0.161
H -2.7720 0.2452 1.1086 -0.31 -0.23 0.09 0.169
H -2.5090 -1.3226 0.2083 -0.37 0.15 0.20 0.181
H -2.0466 1.2840 -0.6580 0.08 -0.04 -0.03 0.466
```
Positions in Å, forces in eV/Å.